Formula: C26H17Cl5F10N7O2S3W
Source: the Open Molecules 2025 dataset
Level of theory: wB97M-V/def2-TZVPD

Geometry as XYZ:
```
71
Properties=species:S:1:pos:R:3:forces:R:3
W -0.1052 -0.1207 -0.2878 -0.110 0.490 0.335
C -1.4930 -3.2854 0.0745 -0.007 0.154 0.087
N -1.7785 -1.8403 -0.1366 0.112 0.021 0.000
C -2.6208 -1.4322 1.0301 -0.003 -0.153 -0.081
C -2.5840 0.0435 1.3524 -0.068 0.132 0.150
N -1.1965 0.4972 1.3330 0.156 0.112 -0.385
C -0.8634 1.5615 2.1944 -0.042 -0.465 -0.101
C -1.7149 2.6415 2.4262 -0.108 0.273 0.063
F -2.9128 2.7178 1.8242 0.111 -0.104 -0.004
C -1.3576 3.7065 3.2349 -0.045 -0.014 -0.049
F -2.1995 4.7187 3.3988 0.022 -0.026 0.005
C -0.1171 3.7290 3.8465 0.049 0.023 0.046
F 0.2333 4.7451 4.6220 -0.006 -0.049 -0.043
C 0.7455 2.6668 3.6444 0.025 0.001 0.012
F 1.9319 2.6450 4.2449 -0.017 0.005 -0.013
C 0.3642 1.6059 2.8436 0.288 0.076 0.211
F 1.2326 0.5830 2.7400 -0.161 0.148 -0.007
C -2.4667 -1.7793 -1.4477 0.018 -0.171 0.078
C -2.8366 -0.3756 -1.8044 -0.001 0.040 -0.026
N -1.8123 0.5575 -1.3256 0.329 0.336 -0.061
C -2.2305 1.9039 -1.3965 -0.015 -0.356 -0.077
C -1.4501 2.9164 -0.8477 0.205 0.031 0.073
F -0.2553 2.5671 -0.3204 -0.174 0.294 -0.032
C -1.7797 4.2527 -0.8043 0.010 0.038 0.014
F -0.9572 5.1217 -0.2224 -0.006 -0.063 -0.009
C -2.9694 4.6718 -1.3627 -0.003 0.107 0.008
F -3.3241 5.9484 -1.3373 0.012 -0.053 -0.001
C -3.7696 3.7229 -1.9664 -0.067 -0.023 -0.038
F -4.9052 4.0983 -2.5430 0.041 -0.034 0.019
C -3.4107 2.3831 -1.9966 -0.049 0.052 -0.037
F -4.2640 1.5958 -2.6697 0.006 0.064 -0.006
H -2.4406 -3.7799 0.3035 0.037 -0.065 0.006
H -0.7986 -3.4305 0.8968 -0.056 -0.026 -0.057
H -1.0807 -3.7181 -0.8277 0.031 -0.018 0.003
H -2.2115 -1.9669 1.8885 -0.006 -0.004 -0.014
H -3.6445 -1.7881 0.8780 -0.008 0.038 0.002
H -3.0049 0.1689 2.3536 -0.016 0.036 -0.046
H -3.1941 0.6338 0.6671 0.004 -0.039 -0.025
H -3.3518 -2.4237 -1.4364 -0.016 0.034 0.024
H -1.7685 -2.1909 -2.1743 -0.023 0.003 -0.006
H -3.7972 -0.1226 -1.3540 0.004 -0.037 0.022
H -2.9666 -0.3132 -2.8877 0.026 0.012 0.023
S 4.0645 -0.6517 -0.9866 -0.102 0.147 0.128
C 4.3757 -1.2939 0.5826 -0.037 0.014 0.137
N 4.4373 -2.6027 0.8008 0.215 -0.022 -0.149
C 4.8605 -2.9113 2.1726 -0.037 0.025 0.025
C 4.8431 -1.5156 2.8368 0.045 -0.014 -0.030
N 4.6153 -0.6194 1.6957 -0.201 0.090 -0.093
H 4.4567 -3.2607 0.0371 -0.139 -0.054 0.068
H 5.8523 -3.3596 2.1781 0.023 0.032 -0.026
H 4.1570 -3.6009 2.6336 -0.001 -0.015 -0.005
H 5.7927 -1.2791 3.3106 -0.012 0.020 0.029
H 4.0481 -1.4081 3.5730 -0.042 -0.012 -0.025
H 4.3873 0.3673 1.7732 0.090 -0.043 -0.014
O 3.3288 1.7451 0.8608 0.120 -0.043 0.205
S 2.9274 1.3474 -0.4779 0.247 0.041 -0.460
N 1.4506 0.7800 -0.4191 -0.972 -0.412 0.348
O 1.4720 -3.6050 1.9289 0.002 -0.237 -0.084
S 1.3667 -2.1649 1.9748 0.234 0.128 0.489
N 0.7792 -1.4348 0.8392 -0.072 -0.302 -0.322
Cl 0.2239 1.4252 -3.2992 0.022 -0.088 0.117
C 0.5365 -0.2869 -3.3763 -0.005 -0.132 -0.206
C 0.5269 -1.1096 -2.2320 0.119 0.087 0.018
C 1.0590 -2.3910 -2.4374 0.143 -0.186 -0.151
Cl 1.4487 -3.4837 -1.1342 -0.026 0.156 -0.107
C 1.4152 -2.8747 -3.7026 0.001 -0.111 0.041
Cl 2.0322 -4.4686 -3.9104 -0.030 0.054 0.018
C 1.2882 -2.0638 -4.8210 0.017 -0.017 -0.088
Cl 1.6888 -2.6539 -6.3780 -0.017 0.006 0.022
C 0.8781 -0.7481 -4.6518 -0.062 0.077 0.047
Cl 0.8139 0.2867 -6.0193 -0.002 -0.007 0.002
```
Positions in Å, forces in eV/Å.

- LUMO energy (eV) = -4.88
- HOMO-LUMO gap (eV) = 5.90
- charge = +1
- HOMO level (hartree) = -0.3961
- ΔE to the lowest compared entry with this formula, charge and spin (eV) = 0.000

These are the Löwdin partial charges, in e, on atoms 1 to 6: 1.76, -0.09, -0.28, -0.15, -0.19, -0.14



Formula: C26H17CrNO6P
Source: the Open Molecules 2025 dataset
Level of theory: wB97M-V/def2-TZVPD

Geometry as XYZ:
```
52
Properties=species:S:1:pos:R:3:forces:R:3
Cr 0.1847 -0.1293 0.0556 0.068 0.050 -0.229
O -1.1252 0.7442 -5.7647 -0.001 -0.006 -0.037
C -0.8986 0.5192 -4.4441 0.005 -0.028 -0.032
C -1.0363 -0.7524 -3.8818 -0.031 0.085 -0.173
C -0.7819 -0.8750 -2.5365 -0.171 -0.254 0.259
N -0.4264 0.1797 -1.8313 -0.041 0.048 0.277
C -0.2970 1.3957 -2.3331 -0.135 0.137 0.216
C -0.5316 1.6195 -3.6688 -0.012 0.037 -0.074
C 0.1005 2.4252 -1.2580 0.553 -0.427 -0.268
O 0.2500 3.5840 -1.5895 -0.190 0.194 0.151
O 0.3000 1.8853 -0.0981 -0.246 0.172 -0.068
C -0.8756 -2.1505 -1.6718 0.687 0.305 -0.135
O -1.2214 -3.1866 -2.2030 -0.236 -0.154 0.080
O -0.4961 -1.9540 -0.4492 -0.305 -0.062 -0.278
H -1.3433 -0.0886 -6.1953 -0.006 -0.024 0.004
H -1.3299 -1.6226 -4.4569 0.004 0.028 -0.010
H -0.4300 2.6083 -4.0923 -0.006 -0.019 -0.021
O 2.5217 -0.4268 -1.2349 -0.160 -0.007 0.175
C 2.2232 -0.5004 -0.0375 0.203 -0.082 -0.068
C 3.0213 -0.7650 1.0951 0.109 -0.001 0.045
C 4.4495 -0.9266 1.0326 -0.202 0.027 -0.041
C 5.1789 -1.1084 2.1670 0.013 -0.016 0.200
C 4.5650 -1.1415 3.4571 -0.061 0.024 -0.202
C 3.1889 -0.9917 3.5397 0.102 -0.031 0.108
C 2.4135 -0.8203 2.4006 0.003 0.028 -0.085
P 0.6428 -0.6567 2.3697 -0.006 0.020 0.275
C -0.0836 -2.2564 2.8622 0.047 0.017 0.090
C 0.7119 -3.3910 2.9418 -0.017 -0.112 0.017
C 0.1459 -4.6222 3.2562 0.043 0.053 -0.028
C -1.2139 -4.7227 3.4989 -0.042 0.030 0.005
C -2.0173 -3.5898 3.4159 0.071 -0.048 -0.008
C -1.4549 -2.3671 3.0908 -0.029 0.022 -0.002
C 0.1899 0.4725 3.7306 -0.004 0.022 -0.129
C -0.0145 0.0605 5.0435 -0.032 -0.017 0.098
C -0.2957 0.9934 6.0342 0.010 -0.027 -0.054
C -0.3759 2.3430 5.7175 -0.004 -0.025 0.033
C -0.1771 2.7605 4.4090 0.017 -0.076 -0.039
C 0.1020 1.8292 3.4178 0.009 0.106 -0.009
H 4.9259 -0.8891 0.0610 -0.003 -0.001 -0.006
H 6.2553 -1.2226 2.0925 -0.005 -0.005 0.007
H 5.1599 -1.2731 4.3508 0.014 0.004 -0.008
H 2.7111 -1.0099 4.5159 -0.017 0.004 -0.031
H 1.7745 -3.3061 2.7501 -0.005 -0.018 0.004
H 0.7738 -5.5032 3.3028 -0.003 0.001 0.011
H -1.6525 -5.6822 3.7436 -0.006 0.003 -0.005
H -3.0828 -3.6659 3.5930 -0.003 0.010 -0.004
H -2.0911 -1.4923 3.0109 0.028 0.025 0.001
H 0.0374 -0.9934 5.2933 0.002 0.019 -0.012
H -0.4523 0.6643 7.0542 0.001 0.000 -0.002
H -0.5969 3.0687 6.4908 0.001 -0.005 0.003
H -0.2420 3.8110 4.1555 0.000 -0.002 -0.007
H 0.2562 2.1575 2.3940 -0.008 -0.024 0.006
```
Positions in Å, forces in eV/Å.

- LUMO energy (alpha / beta) (eV) = 2.43 / 2.42
- 2S+1 = 5
- HOMO-LUMO gap (alpha / beta) (eV) = 4.49 / 6.87
- charge = -1
- HOMO level (alpha / beta) (hartree) = -0.0760 / -0.1632

These are the natural (NBO) partial charges, in e, on atoms 1 to 6: 1.01, -0.66, 0.35, -0.31, 0.16, -0.50



Formula: C26H17N5O5SeW
Source: the Open Molecules 2025 dataset
Level of theory: wB97M-V/def2-TZVPD

Geometry as XYZ:
```
55
Properties=species:S:1:pos:R:3:forces:R:3
W 0.3817 0.1163 0.1400 1.251 -0.062 -1.219
O -5.4307 1.6728 -1.1924 -0.005 -0.009 -0.003
C -4.2138 1.2066 -0.8822 0.266 -0.064 -0.198
C -3.8392 0.8540 0.4084 -0.011 -0.109 0.391
C -2.5489 0.4319 0.6362 0.077 0.138 -0.695
N -1.6418 0.3444 -0.3472 -1.599 0.292 -0.060
C -2.0190 0.6494 -1.5992 0.481 -0.176 0.157
C -3.2768 1.0784 -1.9144 -0.329 0.055 -0.028
C -0.8698 0.4680 -2.5528 -0.028 -0.108 0.028
O -0.9563 0.5932 -3.7464 -0.085 0.063 -0.054
O 0.2063 0.1124 -1.8953 0.174 -0.183 -0.184
C -1.9387 0.0837 1.9406 0.399 -0.204 0.296
O -2.5070 0.0345 3.0005 -0.239 0.074 0.013
O -0.6519 -0.1626 1.7699 -0.931 -0.211 1.368
H -5.9719 1.7474 -0.3983 -0.052 -0.019 -0.008
H -4.5218 0.9106 1.2480 0.005 0.011 -0.009
H -3.5367 1.3193 -2.9356 0.061 -0.004 -0.006
C 4.1984 -0.3898 -2.1569 0.473 0.137 0.245
C 5.1880 0.0002 -1.2602 -0.185 -0.176 -0.412
C 4.8002 0.4852 -0.0360 -0.209 0.191 0.487
C 3.4452 0.5746 0.2877 0.269 -0.540 -0.948
N 2.4893 0.1461 -0.5664 0.882 0.323 0.250
C 2.8853 -0.3096 -1.7633 -0.483 -0.160 -0.202
C 2.9608 1.1317 1.5329 -0.471 0.370 0.916
C 3.7638 1.8889 2.3873 0.170 -0.246 -0.504
C 3.2161 2.5004 3.4870 -0.452 0.017 0.251
C 1.8554 2.3303 3.7213 0.554 0.184 0.080
C 1.1283 1.5467 2.8610 -0.418 -0.339 -0.032
N 1.6478 0.9362 1.7846 0.944 0.169 0.198
H 4.4479 -0.7499 -3.1438 -0.071 -0.043 -0.004
H 6.2340 -0.0776 -1.5230 0.012 0.028 0.030
H 5.5399 0.7906 0.6891 0.005 0.008 -0.029
H 2.0928 -0.6085 -2.4326 -0.030 0.019 0.052
H 4.8101 2.0197 2.1544 -0.018 0.034 0.010
H 3.8192 3.1070 4.1481 0.034 0.000 -0.027
H 1.3718 2.8062 4.5614 -0.073 -0.050 -0.013
H 0.0801 1.3729 3.0446 0.005 0.000 -0.055
Se -0.2063 4.9626 -0.4083 -0.265 1.430 -0.129
C 0.0963 3.2829 -0.2462 0.398 -1.543 0.177
N 0.3106 2.1316 -0.1245 -0.197 1.477 -0.092
C 0.9147 -2.0301 0.3985 -0.471 -0.454 -0.096
C -0.4119 -2.4045 -0.1348 0.091 -0.860 0.011
C -0.6372 -2.5480 -1.5229 -0.033 -0.122 0.147
C -1.8880 -2.8260 -2.0248 -0.088 0.021 0.018
C -2.9703 -3.0163 -1.1562 0.323 0.062 0.064
C -2.7503 -2.9805 0.2243 -0.092 0.012 -0.046
C -1.4973 -2.6993 0.7208 0.078 0.103 -0.066
C -4.2680 -3.2899 -1.6799 -0.316 -0.053 -0.094
N -5.3168 -3.5059 -2.1035 0.067 0.035 0.038
H 1.7165 -2.4467 -0.2125 0.064 0.238 -0.084
H 1.0330 -2.3868 1.4222 0.035 0.212 0.075
H 0.1914 -2.4301 -2.2074 0.014 0.050 -0.018
H -2.0446 -2.9014 -3.0932 0.015 -0.015 0.002
H -3.5711 -3.1855 0.9000 0.003 -0.002 0.001
H -1.3388 -2.6874 1.7914 0.002 0.000 0.007
```
Positions in Å, forces in eV/Å.

- LUMO energy (alpha / beta) (eV) = -1.34 / -1.57
- 2S+1 = 3
- HOMO-LUMO gap (alpha / beta) (eV) = 5.47 / 6.33
- HOMO level (alpha / beta) (hartree) = -0.2502 / -0.2905
- ΔE to the lowest compared entry with this formula, charge and spin (eV) = 0.454

These are the natural (NBO) partial charges, in e, on atoms 1 to 6: 1.78, -0.63, 0.36, -0.24, 0.11, -0.46



Formula: C26H18AuNO6P
Source: the Open Molecules 2025 dataset
Level of theory: wB97M-V/def2-TZVPD

Geometry as XYZ:
```
53
Properties=species:S:1:pos:R:3:forces:R:3
Au -0.1134 -1.0525 0.0651 0.042 -0.016 0.009
O 1.1614 -0.4131 1.4826 -0.019 -0.015 0.004
C 1.6454 -1.1710 2.3773 0.023 0.016 -0.027
C 1.4488 -2.5368 2.6056 0.012 -0.004 -0.006
C 2.1556 -3.0928 3.7083 -0.009 0.007 -0.005
C 2.0244 -4.4080 3.9933 -0.005 -0.004 -0.008
C 1.1981 -5.2525 3.2189 0.013 0.010 0.005
C 0.5092 -4.7509 2.1578 0.007 -0.001 -0.008
C 0.6046 -3.3769 1.8051 -0.035 -0.010 0.031
O -0.0758 -2.9727 0.7934 0.010 0.055 -0.020
N 2.7589 -4.9715 5.1363 -0.010 0.002 0.002
O 2.6092 -6.1531 5.3576 0.004 -0.002 -0.001
O 3.4593 -4.2151 5.7755 0.003 -0.001 0.000
H 2.3211 -0.6496 3.0589 -0.007 -0.002 0.006
H 2.7965 -2.4726 4.3208 0.003 -0.005 0.002
H 1.1284 -6.2972 3.4877 -0.002 0.001 0.003
H -0.1285 -5.3762 1.5495 0.000 -0.002 0.002
O -3.0855 -1.8856 -2.5617 -0.015 -0.017 0.026
C -2.4370 -1.2449 -1.7823 -0.046 0.004 -0.053
O -1.2388 -1.6941 -1.4027 0.038 0.007 -0.016
C -2.9640 0.0787 -1.2781 0.029 0.032 0.010
C -4.3420 0.2364 -1.2830 -0.007 0.013 0.001
C -4.9133 1.4456 -0.9116 -0.002 0.001 0.000
C -4.1127 2.5225 -0.5641 -0.004 0.005 -0.001
C -2.7325 2.3886 -0.5718 0.017 0.000 0.000
C -2.1593 1.1671 -0.9157 0.026 -0.044 -0.022
P -0.3791 0.9783 -0.9278 -0.104 -0.008 0.098
C 0.2484 0.9114 -2.5936 0.020 -0.013 -0.011
C 1.5650 0.4978 -2.8091 0.001 0.001 -0.002
C 2.0563 0.4351 -4.0998 -0.003 0.001 -0.003
C 1.2365 0.7763 -5.1702 0.003 -0.001 0.001
C -0.0719 1.1812 -4.9552 0.000 0.000 0.000
C -0.5748 1.2494 -3.6644 0.001 0.002 -0.006
C 0.3860 2.2917 0.0049 0.019 0.013 -0.027
C 0.0455 2.4565 1.3500 -0.004 -0.010 0.003
C 0.6064 3.4903 2.0755 -0.002 -0.001 0.001
C 1.5102 4.3547 1.4661 0.002 -0.002 -0.007
C 1.8513 4.1903 0.1323 0.001 0.004 0.011
C 1.2908 3.1581 -0.6057 -0.002 -0.008 -0.003
H -4.9555 -0.5991 -1.5902 0.009 -0.007 0.000
H -5.9900 1.5482 -0.9046 0.000 0.001 -0.002
H -4.5581 3.4692 -0.2904 -0.001 -0.001 0.001
H -2.1049 3.2304 -0.3108 -0.002 0.003 0.003
H 2.2018 0.2256 -1.9745 -0.004 -0.001 0.003
H 3.0737 0.1132 -4.2748 0.000 0.000 -0.001
H 1.6218 0.7186 -6.1793 -0.001 0.000 0.000
H -0.7072 1.4382 -5.7914 0.002 0.000 -0.002
H -1.5994 1.5570 -3.4981 0.001 -0.002 0.004
H -0.6610 1.7847 1.8234 0.000 -0.003 0.002
H 0.3409 3.6260 3.1151 0.000 0.000 0.000
H 1.9480 5.1625 2.0372 0.000 0.000 0.000
H 2.5505 4.8677 -0.3383 0.000 0.000 0.000
H 1.5503 3.0352 -1.6489 -0.003 0.001 0.002
```
Positions in Å, forces in eV/Å.

- LUMO energy (eV) = -4.51
- HOMO-LUMO gap (eV) = 7.57
- charge = +1
- HOMO level (hartree) = -0.4437
- ΔE to the lowest compared entry with this formula, charge and spin (eV) = 0.003

These are the natural (NBO) partial charges, in e, on atoms 1 to 6: 1.25, -0.65, 0.42, -0.34, -0.08, -0.04



Ordered DFT total energy results: -165872.8697; -78726.8881; -112100.7588; -54001.1980; unit eV.